No. 1
A molecular structure, C14H17N3O3S in a non-equilibrium geometry, computed with ωB97M-V/def2-TZVPD.

```
38
Properties=species:S:1:pos:R:3:lowdin_charge:R:1
C 2.3065 2.6813 1.7521 -0.085
C 3.4734 2.3857 0.6111 -0.187
C 2.8501 2.1439 -0.7645 -0.020
H 3.5134 1.9129 -1.5395 0.077
H 2.0364 2.6774 -1.1938 0.107
O 1.8108 0.8164 -0.6301 -0.126
C 2.3312 -0.4663 -0.3992 -0.218
C 3.7527 -0.5920 -0.8491 0.013
C 4.1982 -1.8824 -0.7139 -0.123
C 3.4288 -3.0018 -0.3539 0.027
C 1.9852 -2.5003 -0.1637 0.054
C 1.4372 -1.3076 -0.3902 -0.229
C 0.1418 -1.4017 -0.2089 -0.371
N -0.7097 -2.1024 0.2397 0.136
C -1.9298 -1.5819 0.1637 -0.856
N -1.9328 -0.2953 0.1896 0.109
N -0.5220 -0.2163 -0.1273 0.079
H -0.2370 0.8088 -0.3142 0.178
S -3.2727 -2.3119 0.6138 0.999
C -4.5851 -0.9768 0.8264 -0.342
C -4.8779 -0.4981 -0.7778 -0.075
C -5.9840 0.6974 -0.5712 -0.526
O -6.3849 1.1335 -1.6737 0.027
O -6.2245 1.1435 0.6571 0.071
H -6.8204 1.9739 0.1610 0.248
H -3.8227 -0.0560 -1.1084 0.118
H -5.1487 -1.4783 -1.3563 0.128
H -5.4205 -1.2639 1.1358 -0.021
H -4.2112 -0.2861 1.4567 0.026
H 1.3757 -3.5274 0.1044 0.175
H 3.7774 -3.8519 -0.3084 -0.005
H 5.2758 -2.1155 -0.8768 0.114
H 4.5026 0.2204 -0.9238 0.112
H 3.9202 1.4350 0.9254 0.107
H 3.9272 3.2022 0.4843 0.016
H 1.6839 3.7323 1.4091 0.123
H 1.6366 1.8220 1.6251 0.028
H 2.7189 2.9275 2.8896 0.112
```

Largest force on an atom = 0.316 hartree/bohr
HOMO-LUMO gap = 0.310 hartree
Total charge = 0
Relative energy (zero: lowest compared OMol25 entry of this formula, charge and spin) = 1383.2 kJ/mol
2S+1 = 1

No. 2
C14H17N3O4S2 in the gas phase in a non-equilibrium geometry, computed with ωB97M-V/def2-TZVPD.

```
40
Properties=species:S:1:pos:R:3:lowdin_charge:R:1
O -5.0904 -0.0287 0.0586 0.037
O 2.3500 -0.2856 1.4672 -0.331
O 1.4680 -1.7766 -0.3872 -0.287
N 0.1104 1.0218 -1.9245 0.098
O -3.4804 0.6556 1.6642 -0.045
S -0.7136 0.9181 0.6082 1.127
C -4.0136 0.5358 0.4084 -0.441
C 0.5518 0.9097 -0.6865 -0.630
C -1.8730 0.8919 -0.7451 -0.436
C -1.2255 0.9738 -1.9409 -0.368
C 6.5347 -1.1398 -1.6291 -0.067
C 5.6147 -2.2250 -1.7354 -0.073
C 6.1712 0.1228 -1.0952 -0.087
C 4.3235 -2.0314 -1.2692 -0.057
C 4.9039 0.2608 -0.5712 -0.089
C 3.9870 -0.7946 -0.6249 -0.259
N -3.2753 0.8644 -0.7192 0.109
N 1.8847 0.6958 -0.7119 -0.133
C -1.9377 0.9678 -3.3371 -0.014
C -4.3621 1.2856 3.8475 -0.008
C -3.2886 -1.0837 3.1198 -0.019
C -4.1412 0.1705 2.7824 -0.409
S 2.2990 -0.6531 0.0111 0.667
H 7.6182 -1.2458 -1.8975 0.114
H 5.9353 -3.1799 -2.1720 0.111
H 6.9293 0.9554 -1.0545 0.125
H 3.6072 -2.8420 -1.4546 0.116
H 4.5089 1.1725 0.0136 0.147
H -3.8658 0.7239 -1.4821 0.114
H 2.1903 0.8912 -1.6605 0.144
H -2.0160 2.0034 -3.8078 0.096
H -1.3743 0.4152 -4.0682 0.058
H -2.9644 0.5364 -3.2801 0.069
H -3.3776 1.6727 4.2069 0.095
H -4.8970 2.0671 3.4113 0.055
H -4.8305 0.8861 4.7302 0.076
H -3.8406 -1.8169 3.7254 0.083
H -2.9544 -1.5581 2.1670 0.094
H -2.3373 -0.7571 3.5777 0.085
H -5.1286 -0.1802 2.4550 0.136
```

Largest force on an atom = 0.103 hartree/bohr
HOMO-LUMO gap = 0.296 hartree
Total charge = 0
Structure (SMILES) = Cc1nc(NS(=O)(=O)c2ccccc2)sc1NC(=O)OC(C)C
Relative energy (zero: lowest compared OMol25 entry of this formula, charge and spin) = 270.9 kJ/mol
2S+1 = 1

No. 3
C14H17NO in the gas phase in a non-equilibrium geometry, computed with ωB97M-V/def2-TZVPD.

```
33
Properties=species:S:1:pos:R:3:lowdin_charge:R:1
C -3.2484 1.4627 0.8672 -0.132
C -3.0016 -0.4307 -0.9387 -0.251
C -2.4116 -1.6227 -0.1608 -0.177
C -1.1372 -1.3006 0.4863 -0.281
C 1.2065 -1.1360 -0.3148 -0.104
C 1.8699 -2.2819 0.2559 -0.009
C 3.3368 -2.2137 0.2612 -0.075
C 4.0112 -0.9669 -0.0916 -0.022
C 3.1225 0.2103 -0.2185 -0.171
C 3.5471 1.5554 -0.1095 0.029
C 2.4199 2.6353 0.0863 -0.043
C 1.1669 2.4228 -0.3869 -0.133
C 0.7097 1.1506 -0.4724 -0.058
C 1.6599 0.2542 -0.3076 -0.157
H -2.8702 0.7746 1.7196 0.094
H -2.5564 2.1715 0.3556 0.065
H -3.9112 2.2824 1.2411 0.077
H -4.3354 1.0221 -0.5518 0.053
H -3.7031 -0.8485 -1.5974 0.082
H -2.3410 0.1970 -1.6911 0.155
H -3.1951 -2.3240 0.4513 0.174
H -2.2387 -2.1782 -1.1710 0.136
H -1.2500 -0.4422 1.1335 0.097
H -0.6355 -2.0433 1.1637 0.129
H 1.2989 -3.3720 0.2885 0.166
H 4.0438 -2.9076 0.6350 0.070
H 5.0764 -0.7468 0.2718 0.125
H 4.5825 1.7983 -0.1255 0.079
H 2.8395 3.6503 0.1468 0.092
H 0.4598 3.2675 -0.0859 0.131
H -0.4546 0.7735 -0.5106 0.165
N -3.8062 0.3956 -0.0265 -0.131
O -0.2550 -1.2089 -0.6029 -0.174
```

Largest force on an atom = 0.178 hartree/bohr
HOMO-LUMO gap = 0.288 hartree
Total charge = 0
Structure (SMILES) = CNCCCOc1cccc2ccccc12
Relative energy (zero: lowest compared OMol25 entry of this formula, charge and spin) = 690.4 kJ/mol
2S+1 = 1

What is the largest force on an atom in the second record?
0.103 hartree/bohr